No. 1
C12H10Br2 | ωB97M-V/def2-TZVPD

XYZ file:
```
24
Properties=species:S:1:pos:R:3
Br -2.754 -1.585 2.153
Br 3.324 -2.139 -0.175
C 0.076 -1.710 2.365
C -0.804 -1.896 0.111
C 1.374 -1.828 1.868
C 0.494 -2.014 -0.387
C -1.002 -1.745 1.482
C 1.572 -1.980 0.496
H -0.096 -1.591 3.443
H -1.664 -1.922 -0.572
H 2.234 -1.803 2.551
H 0.666 -2.134 -1.464
C -0.635 2.012 0.353
C -1.629 1.952 -0.625
C 0.709 1.922 -0.011
C -1.279 1.802 -1.967
C 1.059 1.773 -1.354
C 0.065 1.713 -2.332
H -0.911 2.129 1.409
H -2.687 2.022 -0.338
H 1.490 1.970 0.758
H -2.060 1.755 -2.737
H 2.116 1.703 -1.640
H 0.341 1.595 -3.388
```

Summary:
**SMILES**: Brc1ccc(Br)cc1.c1ccccc1
**LUMO energy**: 0.8 eV
**Net charge**: 0
**Energy relative to the best compared isomer or geometry (same formula, charge and spin)**: 0.0 kcal/mol
**HOMO-LUMO gap**: 9.720 eV
**E_HOMO**: -8.9 eV

=====

No. 2
C12H10ClF5Fe | ωB97M-V/def2-TZVPD

XYZ file:
```
29
Properties=species:S:1:pos:R:3
C 0.255 2.504 0.678
C -1.064 2.303 0.110
C -0.930 1.866 -1.234
H -2.008 2.516 0.613
C 0.449 1.581 -1.484
C 1.242 2.049 -0.361
H 2.334 1.946 -0.217
H 0.504 2.812 1.703
H -1.742 1.780 -1.967
H 0.851 1.192 -2.422
Fe 0.530 0.537 0.657
Cl -0.450 0.150 2.575
C -1.286 -2.245 0.249
C -0.934 -2.125 -1.122
C -1.828 -1.176 -1.733
H -0.058 -2.561 -1.589
C -2.744 -0.730 -0.725
C -2.406 -1.397 0.503
H -2.806 -1.161 1.475
H -0.714 -2.756 1.006
H -1.723 -0.765 -2.730
H -3.444 0.092 -0.805
F 2.591 -0.533 -0.905
C 1.887 -0.924 0.262
F 1.654 -2.293 0.149
C 2.744 -0.708 1.544
F 4.001 -1.136 1.289
F 2.848 0.609 1.918
F 2.244 -1.427 2.562
```

Summary:
**LUMO energy (alpha / beta)**: 3.1 / 1.5 eV
**2S+1**: 6
**Net charge**: -1
**HOMO-LUMO gap (alpha / beta)**: 6.409 / 4.429 eV
**E_HOMO (alpha / beta)**: -3.3 / -2.9 eV

=====

No. 3
C12H10N2OS | ωB97M-V/def2-TZVPD

XYZ file:
```
26
Properties=species:S:1:pos:R:3
N 2.208 0.273 0.268
N -0.024 -0.279 0.838
O -2.343 -0.802 -2.081
S 0.437 0.157 -3.112
C -3.634 -1.174 -1.907
C 2.111 0.620 -3.285
C -3.923 -1.340 -0.595
C -2.725 -0.991 0.112
C 2.713 0.639 -2.092
C -1.782 -0.673 -0.802
C 1.230 0.026 1.153
C 1.820 0.378 -0.997
C -0.393 -0.287 -0.451
C 0.545 0.100 -1.398
C 1.124 1.364 3.299
C 1.499 0.013 2.638
H -4.360 -1.318 -2.684
H 2.612 0.813 -4.241
H -4.859 -1.643 -0.154
H -2.568 -0.975 1.202
H 3.749 0.925 -1.966
H 1.108 1.305 4.392
H 0.127 1.706 2.928
H 1.850 2.115 2.994
H 0.933 -0.775 3.099
H 2.545 -0.176 2.840
```

Summary:
**SMILES**: CCc1nc(-c2ccco2)c2sccc2n1
**LUMO energy**: -0.1 eV
**Net charge**: 0
**Energy relative to the best compared isomer or geometry (same formula, charge and spin)**: 13.5 kcal/mol
**HOMO-LUMO gap**: 8.361 eV
**E_HOMO**: -8.4 eV

=====

No. 4
C12H10O | ωB97M-V/def2-TZVPD

XYZ file:
```
23
Properties=species:S:1:pos:R:3
C 2.109 2.062 -0.705
C 2.616 1.780 0.512
C 1.077 1.217 -1.238
C 2.118 0.819 1.336
C 0.577 0.268 -0.402
C 1.154 0.026 0.778
C -0.427 -1.509 0.660
C -3.106 -0.977 -0.762
C -0.481 -0.742 -0.647
C 0.502 -1.035 1.465
C -1.821 -0.219 -1.133
C -2.870 0.143 -0.186
O -1.401 -2.462 0.769
H 2.683 2.703 -1.346
H 3.456 2.448 0.744
H 0.711 1.381 -2.170
H 2.649 0.346 2.130
H -3.547 -1.946 -1.002
H -1.688 -2.717 1.576
H -0.195 -1.408 -1.377
H 0.861 -1.458 2.428
H -1.815 0.427 -1.998
H -3.165 0.855 0.569
```

Summary:
**SMILES**: OC1=Cc2ccccc2[C@@H]1C1C=C1
**LUMO energy**: 0.8 eV
**Net charge**: 0
**Energy relative to the best compared isomer or geometry (same formula, charge and spin)**: 85.5 kcal/mol
**HOMO-LUMO gap**: 8.691 eV
**E_HOMO**: -7.9 eV

=====

No. 5
C12H11AgN3O5S | ωB97M-V/def2-TZVPD

XYZ file:
```
33
Properties=species:S:1:pos:R:3
Ag -0.440 2.701 2.067
C -1.700 -2.263 -3.986
C -1.562 -1.886 -2.535
C -1.822 -0.588 -2.104
C -1.679 -0.235 -0.772
C -1.270 -1.188 0.151
C -1.008 -2.485 -0.260
C -1.157 -2.827 -1.596
S -1.086 -0.720 1.862
O -0.546 -1.886 2.529
O -2.367 -0.226 2.292
N -0.090 0.518 1.840
C 1.232 0.400 1.472
C 1.925 -0.791 1.179
C 3.245 -0.709 0.795
C 3.879 0.527 0.713
C 3.128 1.642 1.036
N 1.851 1.591 1.398
H -2.168 -1.462 -4.558
H -2.303 -3.164 -4.106
H -0.723 -2.463 -4.431
H -2.140 0.159 -2.822
H -1.879 0.776 -0.443
H -0.693 -3.214 0.475
H -0.953 -3.844 -1.914
H 1.435 -1.746 1.282
H 3.787 -1.619 0.563
H 4.915 0.624 0.418
H 3.566 2.634 1.006
O -1.000 6.671 2.102
N -0.844 5.458 2.111
O -0.279 4.876 3.076
O -1.254 4.739 1.157
```

Summary:
**LUMO energy**: 2.6 eV
**Net charge**: -1
**HOMO-LUMO gap**: 8.045 eV
**E_HOMO**: -5.4 eV

=====

No. 6
C12H11AuIN4O | ωB97M-V/def2-TZVPD

XYZ file:
```
30
Properties=species:S:1:pos:R:3
Au 1.363 0.657 -2.468
N -3.519 -1.872 6.453
C -2.745 -1.729 5.628
C -1.806 -1.552 4.532
C -0.516 -1.155 4.792
C 0.334 -0.895 3.736
C -0.127 -1.164 2.452
C -1.388 -1.637 2.189
C -2.245 -1.794 3.249
N 0.734 -0.924 1.325
C 2.082 -1.240 1.195
C 2.490 -0.786 -0.015
N 1.404 -0.216 -0.641
C 0.385 -0.316 0.180
H -0.164 -0.954 5.791
H 1.295 -0.403 3.918
H -1.732 -1.801 1.196
H -3.272 -2.148 3.080
H 2.667 -1.756 1.939
H 3.488 -0.814 -0.409
H -0.615 0.064 0.003
N -0.814 2.196 -4.393
C 0.430 2.199 -4.882
O 1.366 1.637 -4.280
C 0.662 2.944 -6.163
I 2.273 2.236 -7.358
H -1.071 1.741 -3.540
H -1.609 2.590 -4.866
H 0.859 3.994 -5.857
H -0.210 2.899 -6.786
```

Summary:
**LUMO energy**: -2.8 eV
**Net charge**: +1
**Energy relative to the best compared isomer or geometry (same formula, charge and spin)**: 0.0 kcal/mol
**HOMO-LUMO gap**: 9.643 eV
**E_HOMO**: -12.4 eV

=====

No. 7
C12H11BrCl2MoO2 | ωB97M-V/def2-TZVPD

XYZ file:
```
29
Properties=species:S:1:pos:R:3
C -2.203 -0.176 -0.377
C -1.345 -0.654 0.762
C -1.072 0.488 1.612
H -1.362 -1.710 1.093
C -1.456 1.635 0.890
C -2.112 1.214 -0.320
H -2.796 1.948 -0.930
H -2.833 -0.716 -1.093
H -0.696 0.547 2.654
H -1.367 2.641 1.293
Mo -0.067 0.296 -1.072
Br 0.776 -2.735 -0.773
C 1.978 1.363 -2.438
C 0.819 2.137 -2.753
C -0.142 1.270 -3.287
H 0.762 3.217 -2.700
C 0.397 -0.037 -3.288
C 1.762 0.036 -2.858
H 2.493 -0.807 -2.822
H 2.915 1.712 -2.046
H -1.098 1.549 -3.726
H -0.090 -0.948 -3.693
Cl 1.477 -1.074 5.566
C 1.258 -2.029 4.250
Cl 0.097 -3.502 4.488
C 0.678 -1.195 2.906
O 0.375 -2.072 2.040
O 0.674 0.057 2.925
H 2.179 -2.456 3.699
```

Summary:
**LUMO energy (alpha / beta)**: -0.9 / -3.6 eV
**2S+1**: 3
**Net charge**: 0
**Energy relative to the best compared isomer or geometry (same formula, charge and spin)**: 71.7 kcal/mol
**HOMO-LUMO gap (alpha / beta)**: 7.385 / 4.481 eV
**E_HOMO (alpha / beta)**: -8.2 / -8.1 eV

=====

No. 8
C12H11BrO | ωB97M-V/def2-TZVPD

XYZ file:
```
25
Properties=species:S:1:pos:R:3
Br 2.221 -2.474 -0.632
C 0.267 0.232 2.624
C -0.068 -1.120 2.545
C 1.187 0.772 1.726
C 0.513 -1.937 1.574
C 1.777 -0.031 0.748
C 1.430 -1.380 0.685
H -0.194 0.869 3.391
H -0.791 -1.552 3.249
H 1.455 1.835 1.782
H 0.255 -3.002 1.505
H 2.502 0.385 0.037
O -1.336 -1.879 -1.427
C -0.560 2.213 -1.406
C -1.481 1.645 -0.524
C 0.114 1.396 -2.312
C -1.730 0.275 -0.544
C -0.129 0.022 -2.338
C -1.051 -0.537 -1.453
H -0.788 -2.327 -2.117
H -0.368 3.294 -1.386
H -2.018 2.279 0.194
H 0.841 1.828 -3.011
H -2.451 -0.186 0.144
H 0.403 -0.620 -3.053
```

Summary:
**SMILES**: Brc1ccccc1.Oc1ccccc1
**LUMO energy**: 0.7 eV
**Net charge**: 0
**HOMO-LUMO gap**: 9.260 eV
**E_HOMO**: -8.6 eV

=====

No. 9
C12H11BrOS | ωB97M-V/def2-TZVPD

XYZ file:
```
26
Properties=species:S:1:pos:R:3
C 1.523 -0.489 1.970
C 1.626 0.668 1.785
C -2.096 -0.864 -2.144
C -0.696 -0.852 -1.957
C -2.960 -1.331 -1.135
C -0.211 -1.232 -0.755
C -2.450 -1.707 0.069
C -1.050 -1.689 0.261
C 0.762 2.529 -1.309
C 0.279 2.304 -0.092
C 1.348 -1.917 1.803
C 1.695 2.025 1.613
O 2.890 2.583 1.354
S -0.419 -2.298 1.796
Br -1.477 2.060 0.588
H -2.300 -0.464 -3.155
H -0.291 -0.366 -2.887
H -4.001 -1.510 -1.280
H 0.850 -1.057 -0.402
H -3.062 -2.205 0.797
H 0.189 2.737 -2.215
H 1.836 2.958 -1.430
H 1.929 -2.357 0.953
H 1.682 -2.380 2.822
H 1.077 2.670 2.274
H 3.329 2.184 0.678
```

Summary:
**LUMO energy**: 0.3 eV
**Net charge**: 0
**Energy relative to the best compared isomer or geometry (same formula, charge and spin)**: 10.9 kcal/mol
**HOMO-LUMO gap**: 8.476 eV
**E_HOMO**: -8.1 eV

=====

No. 10
C12H11CdF6N4O5S4 | ωB97M-V/def2-TZVPD

XYZ file:
```
43
Properties=species:S:1:pos:R:3
Cd 0.360 1.028 0.070
S 1.114 3.135 -0.944
C -0.159 4.078 -0.200
C -0.172 5.451 -0.639
N -0.154 6.537 -1.019
C -1.101 3.691 0.701
S -1.335 2.113 1.442
C -2.056 4.666 1.158
N -2.838 5.416 1.548
F 2.311 2.723 2.523
C 3.039 1.905 3.268
F 4.329 2.096 2.994
F 2.831 2.183 4.555
S 2.555 0.151 2.982
O 1.137 0.099 3.204
O 3.425 -0.648 3.788
N 2.898 0.099 1.422
S 2.604 -1.136 0.538
O 2.994 -2.430 1.001
O 1.251 -1.060 -0.035
C 3.685 -0.759 -0.901
F 3.489 -1.698 -1.828
F 4.964 -0.767 -0.543
F 3.388 0.427 -1.425
O -0.802 -0.025 -1.756
C -1.918 -0.519 -1.797
C -2.909 -0.467 -0.679
C -2.516 -1.666 0.218
C -2.321 -3.023 -0.490
C -1.092 -3.131 -1.417
C -1.313 -2.567 -2.833
N -2.238 -1.418 -2.797
H -3.926 -0.592 -1.057
H -2.834 0.463 -0.118
H -3.281 -1.774 0.988
H -1.586 -1.414 0.737
H -3.234 -3.299 -1.035
H -2.210 -3.771 0.297
H -0.796 -4.179 -1.507
H -0.256 -2.612 -0.945
H -1.764 -3.313 -3.488
H -0.372 -2.251 -3.278
H -3.190 -1.739 -2.700
```

Summary:
**LUMO energy**: 2.2 eV
**Net charge**: -1
**Energy relative to the best compared isomer or geometry (same formula, charge and spin)**: 10.8 kcal/mol
**HOMO-LUMO gap**: 7.239 eV
**E_HOMO**: -5.0 eV

=====

No. 11
C12H11Cl2F6N3O2RuS3Sb | ωB97M-V/def2-TZVPD

XYZ file:
```
41
Properties=species:S:1:pos:R:3
Ru 1.346 0.271 0.392
O -1.268 3.641 1.541
C -2.346 3.234 0.842
C -3.475 4.050 0.921
C -4.624 3.726 0.238
C -4.686 2.573 -0.550
C -3.582 1.765 -0.639
C -2.394 2.073 0.050
C -1.262 1.175 -0.112
O -0.166 1.388 0.657
N -1.252 0.192 -0.942
N -0.057 -0.519 -0.895
C -0.180 -1.766 -1.257
S -1.716 -2.475 -1.596
C -1.083 -4.179 -1.522
C 0.300 -4.190 -2.127
S 1.222 -2.781 -1.459
H -0.563 2.981 1.475
H -3.412 4.938 1.535
H -5.487 4.373 0.318
H -5.591 2.321 -1.083
H -3.603 0.870 -1.245
H -1.769 -4.806 -2.090
H -1.076 -4.501 -0.482
H 0.265 -4.053 -3.207
H 0.864 -5.088 -1.881
Cl 4.892 1.405 -0.149
C 4.036 2.583 -1.114
Cl 2.339 2.066 -1.461
H 4.507 2.691 -2.084
H 3.967 3.526 -0.585
F 2.703 -1.040 -0.013
Sb 2.465 -3.117 1.316
F 0.943 -2.003 1.563
F 1.646 -4.677 0.646
F 2.211 -3.930 2.972
F 3.873 -3.452 0.150
F 3.596 -1.944 2.245
S 3.402 0.931 4.528
C 2.745 0.887 3.092
N 2.270 0.861 2.009
```

Summary:
**LUMO energy (alpha / beta)**: -4.2 / -7.2 eV
**2S+1**: 5
**Net charge**: +1
**Energy relative to the best compared isomer or geometry (same formula, charge and spin)**: 29.1 kcal/mol
**HOMO-LUMO gap (alpha / beta)**: 7.020 / 3.985 eV
**E_HOMO (alpha / beta)**: -11.2 / -11.2 eV

=====

No. 12
C12H11Cl2N2O4 | ωB97M-V/def2-TZVPD

XYZ file:
```
31
Properties=species:S:1:pos:R:3
C 0.046 0.578 -2.097
C 1.499 0.242 -2.166
Cl 1.992 -0.334 -3.729
C 2.403 0.329 -1.179
Cl 1.950 0.960 0.363
C 3.827 -0.019 -1.234
C 4.859 0.459 -0.481
N 5.998 -0.205 -0.872
C 5.696 -1.081 -1.827
N 4.397 -0.973 -2.064
H -0.546 -0.297 -2.373
H -0.176 1.371 -2.816
H -0.241 0.902 -1.097
H 4.859 1.201 0.302
H 6.927 -0.075 -0.499
H 6.373 -1.748 -2.335
H 3.893 -1.490 -2.771
C -3.599 -0.447 0.538
C -2.587 0.030 1.269
C -2.761 0.517 2.690
O -1.746 0.918 3.236
C -4.073 0.473 3.288
C -5.096 -0.002 2.560
C -4.921 -0.496 1.138
O -5.916 -0.911 0.578
O -6.336 -0.090 3.000
O -1.328 0.134 0.851
H -3.484 -0.801 -0.477
H -4.191 0.825 4.303
H -6.869 -0.472 2.275
H -0.850 0.504 1.625
```

Summary:
**LUMO energy**: -3.4 eV
**Net charge**: +1
**HOMO-LUMO gap**: 8.160 eV
**E_HOMO**: -11.5 eV

=====

No. 13
C12H11Cl2NO3 | ωB97M-V/def2-TZVPD

XYZ file:
```
29
Properties=species:S:1:pos:R:3
O -0.828 3.108 0.269
C -1.049 2.390 -0.675
N -0.118 1.937 -1.552
H 0.866 2.039 -1.364
C -0.604 0.934 -2.460
C -2.122 1.181 -2.472
H -2.663 0.247 -2.614
H -2.378 1.862 -3.283
C -2.395 1.833 -1.117
H -3.142 2.623 -1.159
H -2.717 1.106 -0.370
C -0.282 -0.490 -1.982
O -0.877 -1.471 -2.333
O 0.752 -0.475 -1.146
C 1.114 -1.694 -0.490
C 1.212 -1.419 0.985
C 0.067 -1.107 1.718
C 0.123 -0.794 3.067
C 1.346 -0.792 3.711
C 2.501 -1.101 3.016
C 2.428 -1.404 1.665
Cl 3.896 -1.773 0.836
H 3.459 -1.101 3.511
H 1.400 -0.547 4.760
H -0.784 -0.553 3.597
Cl -1.468 -1.117 0.936
H 2.075 -2.022 -0.893
H 0.348 -2.448 -0.706
H -0.159 1.047 -3.456
```

Summary:
**SMILES**: O=C1CC[C@H](C(=O)OCc2c(Cl)cccc2Cl)N1
**LUMO energy**: 0.6 eV
**Net charge**: 0
**Energy relative to the best compared isomer or geometry (same formula, charge and spin)**: 0.0 kcal/mol
**HOMO-LUMO gap**: 10.142 eV
**E_HOMO**: -9.5 eV

=====

No. 14
C12H11CrF6N7O4S4 | ωB97M-V/def2-TZVPD

XYZ file:
```
45
Properties=species:S:1:pos:R:3
Cr 0.091 -0.869 -0.603
N 4.188 -2.941 0.077
C 2.968 -2.290 0.207
S 1.805 -2.642 -1.029
N 2.857 -1.562 1.283
N 1.642 -0.910 1.376
C 1.277 -0.608 2.552
C -0.026 0.096 2.687
C -1.202 -0.633 2.656
C -2.423 0.013 2.600
C -2.443 1.396 2.591
C -1.254 2.081 2.682
N -0.073 1.441 2.758
H 4.413 -3.166 -0.877
H 4.927 -2.486 0.594
H 1.877 -0.873 3.421
H -1.130 -1.709 2.575
H -3.338 -0.551 2.483
H -3.355 1.952 2.435
H -1.186 3.155 2.643
F -2.066 -1.878 -2.539
C -2.829 -2.725 -1.834
F -2.425 -3.973 -2.136
F -4.096 -2.613 -2.283
S -2.747 -2.385 0.030
O -1.226 -2.250 0.104
O -3.143 -3.702 0.571
N -3.379 0.798 -0.707
S -2.149 1.559 -0.662
O -0.844 0.818 -0.203
O -1.999 2.913 -0.088
C -1.564 1.939 -2.421
F -1.280 0.815 -3.122
F -0.458 2.723 -2.523
F -2.531 2.580 -3.114
N 1.627 1.706 -0.790
C 2.572 2.484 -1.321
C 3.165 1.759 -2.338
C 2.494 0.526 -2.327
N 1.565 0.517 -1.383
H 0.952 1.928 -0.065
H 2.736 3.482 -0.953
H 3.959 2.075 -2.992
H 2.647 -0.356 -2.926
S 1.403 2.369 2.911
```

Summary:
**LUMO energy (alpha / beta)**: 4.6 / 4.6 eV
**2S+1**: 5
**Net charge**: -2
**Energy relative to the best compared isomer or geometry (same formula, charge and spin)**: 6.6 kcal/mol
**HOMO-LUMO gap (alpha / beta)**: 6.245 / 6.267 eV
**E_HOMO (alpha / beta)**: -1.6 / -1.7 eV

=====

No. 15
C12H11F2NSn | ωB97M-V/def2-TZVPD

XYZ file:
```
27
Properties=species:S:1:pos:R:3
Sn 0.043 0.322 -0.122
C 0.844 1.983 -1.994
H 0.217 2.532 -1.274
H 1.893 2.265 -1.904
H 0.465 2.163 -3.003
H 0.769 0.559 -1.922
H 0.628 -0.384 -1.710
F 3.651 -0.716 3.916
C 2.372 -0.837 3.418
C 2.090 -0.260 2.180
C 0.792 -0.390 1.697
C -0.228 -1.092 2.388
C 0.162 -1.639 3.643
F -0.745 -2.318 4.431
C 1.436 -1.528 4.179
C -1.548 -1.238 1.806
C -2.622 -1.952 2.347
C -3.830 -2.064 1.660
C -3.950 -1.466 0.401
C -2.875 -0.756 -0.118
N -1.726 -0.617 0.591
H 2.867 0.262 1.634
H 1.696 -1.959 5.147
H -2.491 -2.411 3.316
H -4.664 -2.610 2.095
H -4.866 -1.537 -0.180
H -2.918 -0.283 -1.099
```

Summary:
**LUMO energy**: -0.6 eV
**Net charge**: 0
**HOMO-LUMO gap**: 5.665 eV
**E_HOMO**: -6.3 eV

=====

No. 16
C12H11F2NZr | ωB97M-V/def2-TZVPD

XYZ file:
```
27
Properties=species:S:1:pos:R:3
Zr -1.496 0.356 -0.957
C 0.175 0.268 -3.969
H 0.298 0.290 -2.739
H 0.469 -0.614 -4.594
H 0.614 1.097 -4.558
H -0.901 0.333 -4.105
H -3.076 0.474 -1.642
F -0.252 -4.856 0.122
C -0.129 -3.501 0.399
C -0.385 -2.646 -0.647
C -0.233 -1.297 -0.352
C 0.132 -0.786 0.927
C 0.391 -1.760 1.920
F 0.738 -1.408 3.222
C 0.249 -3.101 1.672
C 0.235 0.635 1.207
C 0.566 1.271 2.383
C 0.580 2.670 2.405
C 0.336 3.456 1.271
C 0.019 2.823 0.101
N -0.001 1.453 0.103
H -0.625 -2.954 -1.656
H 0.413 -3.838 2.463
H 0.797 0.649 3.254
H 0.779 3.155 3.374
H 0.418 4.557 1.283
H -0.112 3.276 -0.886
```

Summary:
**LUMO energy**: -9.8 eV
**Net charge**: +2
**HOMO-LUMO gap**: 6.906 eV
**E_HOMO**: -16.7 eV